No. 1
Molecular formula: C13H22O5
Method: DFT, the ωB97M-V functional and the def2-TZVPD basis

The geometry in XYZ format:
```
40
Properties=species:S:1:pos:R:3
O 0.4020 1.0712 -0.7554
O -0.3308 -0.7676 -1.8744
O 1.8252 -0.6890 -1.2534
O -1.6069 -0.1305 -2.0985
O 2.9612 0.0291 -0.7225
C 0.6421 -0.0137 -1.2870
C -5.3016 -1.1141 -0.2414
C 4.3285 2.1718 1.8177
C -5.1387 -1.2849 -1.7761
C -4.0148 -1.2339 0.5740
C 2.8013 1.9003 1.6732
C 5.1073 1.4735 0.7041
C -3.9248 -0.5292 -2.3220
C -2.8264 -0.4676 -0.0702
C 2.5168 0.3739 1.6583
C 4.8380 -0.0433 0.7673
C -2.6852 -0.8721 -1.5172
C 3.3229 -0.3693 0.5898
H -5.6962 -0.0936 -0.1013
H -6.0459 -1.8361 0.1268
H 4.5130 3.2533 1.7732
H 4.7167 1.8639 2.8043
H -6.0774 -1.0029 -2.2762
H -4.9601 -2.3899 -1.9883
H -4.2096 -0.8960 1.5836
H -3.7049 -2.2795 0.6441
H 2.4565 2.2853 0.7211
H 2.2808 2.4328 2.4686
H 6.1708 1.7496 0.7952
H 4.8389 1.7995 -0.3180
H -3.7686 -0.7536 -3.3679
H -4.1337 0.5203 -2.2564
H -3.0175 0.6298 0.0071
H -1.8652 -0.6399 0.4721
H 2.8429 0.0231 2.6571
H 1.4703 0.1922 1.5101
H 5.2036 -0.4546 1.7236
H 5.3962 -0.5254 -0.0480
H -2.5018 -1.9521 -1.5442
H 3.1752 -1.4309 0.7468
```

Summary:
**HOMO level**: -10.3 eV
**SMILES**: O=C(OOC1CCCCC1)OOC1CCCCC1
**Strongest force on any atom**: 5.097 eV/A
**Orbital gap**: 11.144 eV

No. 2
Molecular formula: C13H23BBeNO3P
Method: DFT, the ωB97M-V functional and the def2-TZVPD basis

The geometry in XYZ format:
```
43
Properties=species:S:1:pos:R:3
C 0.4371 3.5508 -0.6474
C 0.7431 3.4035 0.8244
O 1.8504 2.4740 1.0539
B 1.6218 1.2718 1.5481
C 2.1783 -0.0432 0.8976
C 1.1022 -0.5728 -0.0550
C 1.6012 -1.7500 -0.9244
N 1.1958 -1.6085 -2.3408
C 0.0290 -2.4673 -2.6755
C -1.1848 -2.0393 -1.9242
C -1.5886 -0.7026 -1.8865
C -2.6978 -0.2978 -1.1651
C -3.4349 -1.2357 -0.4414
C -3.0535 -2.5660 -0.4826
C -1.9435 -2.9729 -1.2145
O -1.5757 -4.2951 -1.1877
P 0.5159 1.0291 3.2289
C 0.6687 2.4272 4.3592
O -1.0120 0.9986 2.7569
H 1.0642 4.2950 -1.1196
H 0.5253 2.6211 -1.2015
H -0.5894 3.8869 -0.7480
H -0.1567 3.1211 1.3639
H 1.0610 4.3643 1.2082
H 3.1070 0.1822 0.3739
H 2.3475 -0.7524 1.7070
H 0.8304 0.2254 -0.7371
H 0.2076 -0.8903 0.4711
H 1.1968 -2.6770 -0.5235
H 2.7000 -1.7960 -0.8447
H 1.9781 -1.9589 -2.8927
H -0.1626 -2.3617 -3.7393
H 0.2864 -3.5020 -2.4726
H -1.0124 0.0206 -2.4428
H -2.9702 0.7444 -1.1616
H -4.2867 -0.9043 0.1241
H -3.5990 -3.3149 0.0690
H -1.9483 -4.7436 -1.9538
H 1.7242 2.6523 4.4841
H 0.2821 2.1097 5.3258
H 0.1135 3.2928 4.0091
H -1.6022 1.4260 3.3974
Be 3.4509 -0.6446 -2.4204
```

Summary:
**HOMO level**: -13.9 eV
**Total charge**: +2
**Strongest force on any atom**: 2.142 eV/A
**Orbital gap**: 2.418 eV

No. 3
Molecular formula: C13H23CoFN2
Method: DFT, the ωB97M-V functional and the def2-TZVPD basis

The geometry in XYZ format:
```
40
Properties=species:S:1:pos:R:3
Co -0.2959 0.0216 0.2558
N 1.7923 0.2458 0.6221
C 2.1697 1.6474 0.3735
C 1.0961 2.5657 0.9321
N -0.1963 2.2156 0.3389
H 1.9486 -0.0018 1.5935
H 2.3482 -0.3890 0.0618
H 2.2396 1.7848 -0.7074
H 3.1399 1.9046 0.8062
H 1.3863 3.6073 0.7660
H 1.0185 2.4122 2.0106
H -0.2911 2.5839 -0.6002
H -0.9683 2.5684 0.8890
F -2.1215 -2.7321 4.0692
C -2.1005 -2.1833 2.8202
C -2.3046 -0.7947 2.7383
C -2.2847 -0.2065 1.4622
C -2.0805 -0.9483 0.2656
C -2.0103 -0.3125 -1.0022
C -1.8636 -2.4656 0.3504
C -1.8949 -2.9892 1.7629
H -2.4947 -0.2222 3.6343
H -2.5970 0.8283 1.3574
H -2.5109 0.6437 -1.1271
H -1.9965 -0.9273 -1.8937
H -2.6828 -2.9350 -0.2177
H -1.8004 -4.0540 1.9302
C 0.7289 -4.7866 0.6959
C -0.2805 -4.3977 -0.3833
C 0.2181 -4.8584 -1.7517
C -0.5689 -2.8869 -0.3840
H 0.8602 -5.8697 0.7421
H 0.4229 -4.4341 1.6806
H 1.7034 -4.3432 0.4680
H -1.2212 -4.9223 -0.1794
H 1.1469 -4.3426 -2.0124
H -0.5143 -4.6441 -2.5320
H 0.4196 -5.9317 -1.7582
H 0.2823 -2.3665 0.0860
H -0.6297 -2.5290 -1.4131
```

Summary:
**⟨S²⟩**: 3.7940
**HOMO level (alpha / beta)**: -4.7 / -6.6 eV
**Strongest force on any atom**: 0.200 eV/A
**2S+1**: 4
**Orbital gap (alpha / beta)**: 4.914 / 6.719 eV

No. 4
Molecular formula: C13H23F3NO4P2Rh
Method: DFT, the ωB97M-V functional and the def2-TZVPD basis

The geometry in XYZ format:
```
47
Properties=species:S:1:pos:R:3
Rh 0.0652 0.3875 0.0273
P -2.0954 0.2568 -0.5358
C -2.1024 0.7448 -2.2513
C -0.8867 1.3093 -2.7005
N 0.2343 1.1826 -1.8877
C 1.4619 1.5133 -2.3223
C 1.6231 2.2000 -3.5328
C 0.5186 2.4083 -4.3651
C -0.7186 1.9205 -3.9770
C 2.6475 1.0614 -1.4875
P 2.1073 -0.4007 -0.4763
H -1.6002 1.9929 -4.6112
H 2.6302 2.4948 -3.8057
H 0.6396 2.9399 -5.3085
H 3.4945 0.7928 -2.1299
H 2.9970 1.8809 -0.8388
H -2.1653 -1.0471 -3.5137
H -3.0152 0.8385 -2.8496
H -0.8995 -2.6962 -2.4778
O -1.7825 -1.9241 -3.7441
H -2.3124 -2.2534 -4.4918
H 0.4724 -1.0007 -0.7120
O -0.4753 -3.0047 -1.6297
H -0.2012 -3.9355 -1.7551
C 2.6228 -1.8505 -1.4437
H 3.6564 -1.7360 -1.7983
H 2.5488 -2.7232 -0.7855
H 1.9364 -2.0038 -2.2833
C 3.0452 -0.4703 1.0512
H 2.8603 -1.4401 1.5149
H 4.1154 -0.3694 0.8650
H 2.7101 0.2970 1.7512
C -2.9834 1.5559 0.3888
H -3.9479 1.7608 -0.0955
H -3.1307 1.1975 1.4166
H -2.3686 2.4659 0.4204
C -3.0488 -1.2614 -0.3129
H -3.2440 -1.3792 0.7628
H -3.9987 -1.1611 -0.8607
H -2.4653 -2.1143 -0.6850
F 0.2922 2.3768 4.5279
C 0.0539 2.9471 3.3194
F -1.2003 3.4898 3.3441
F 0.9449 3.9620 3.1384
C 0.1538 1.9276 2.1200
O 0.3507 0.6927 2.2936
O -0.0243 2.4370 0.9728
```

Summary:
**⟨S²⟩**: 6.0456
**HOMO level (alpha / beta)**: -15.4 / -17.0 eV
**Total charge**: +2
**Strongest force on any atom**: 3.446 eV/A
**2S+1**: 5
**Orbital gap (alpha / beta)**: 8.869 / 7.204 eV

No. 5
Molecular formula: C13H23FINO8P
Method: DFT, the ωB97M-V functional and the def2-TZVPD basis

The geometry in XYZ format:
```
48
Properties=species:S:1:pos:R:3
C -0.1275 0.4791 -2.9462
C -0.0789 -1.0802 -3.1939
C 1.3171 -1.7293 -2.7987
C 1.1330 -2.9946 -1.8509
C 0.7363 -2.4451 -0.4273
C 1.2968 -3.2929 0.7731
C 0.8255 -2.6138 2.1351
C 1.7216 -1.3561 2.4336
C 0.9410 -0.0101 2.6716
I -0.6962 0.3707 1.3014
N 1.9546 1.0886 2.7671
P 2.3670 1.7745 1.2593
O 2.5259 0.8203 0.1277
O 3.8654 2.4840 1.5100
O 1.3785 3.0490 0.8395
C 0.2724 -0.1075 4.1351
O -0.2051 0.9532 4.5471
O 0.2592 -1.1913 4.8003
H -0.8439 0.7215 -2.1222
H 0.8557 0.9248 -2.6647
H -0.4882 1.0293 -3.8582
H -0.2564 -1.2716 -4.2842
H -0.9133 -1.5298 -2.5942
H 1.8804 -2.0063 -3.7232
H 1.8958 -0.9143 -2.2922
H 2.0572 -3.6152 -1.8606
H 0.2416 -3.5446 -2.2609
H -0.3667 -2.2952 -0.2929
H 1.2045 -1.4268 -0.3354
H 2.4187 -3.2257 0.7275
H 0.9391 -4.3472 0.6890
H 1.0428 -3.3857 2.9236
H -0.2696 -2.4302 2.1865
H 2.4749 -1.2754 1.6135
H 2.3045 -1.5783 3.3696
H 2.8138 0.6311 3.0983
H 3.9106 3.2699 0.9457
H 1.0338 2.8035 -0.0376
C -4.1068 3.7905 -1.1965
C -4.5740 3.1526 0.0802
O -4.5545 1.7733 -0.2294
C -3.5770 1.6156 -1.1680
O -3.0991 0.5774 -1.4622
O -3.2144 2.8087 -1.7158
F -5.8498 3.5164 0.3720
H -4.9217 3.9529 -1.9061
H -3.5943 4.7365 -1.0278
H -3.9305 3.3438 0.9422
```

Summary:
**HOMO level**: -4.6 eV
**Total charge**: -1
**Strongest force on any atom**: 2.631 eV/A
**Orbital gap**: 6.852 eV

no.,total energy (a.u.)
1,-884.5707
2,-1169.7964
3,-2101.1947
4,-1957.0890
5,-1904.9004